Entry 1:
This record from the OMol25 dataset describes C19H20N4O4S2 in the gas phase at a distorted geometry. The level of theory is ωB97M-V/def2-TZVPD.

The geometry in XYZ format:
```
49
Properties=species:S:1:pos:R:3:mulliken_charge:R:1
C -4.633 -3.598 0.168 -1.450
C -4.379 -2.124 0.200 0.883
C -4.494 -1.353 -0.952 -0.794
C -4.216 0.002 -0.925 -0.635
C -3.830 0.587 0.264 0.325
C -3.728 -0.152 1.426 -0.329
C -4.005 -1.506 1.390 -0.619
H -3.924 -2.095 2.292 0.416
H -3.442 0.345 2.339 0.480
S -3.343 2.304 0.250 1.205
O -4.245 3.098 -0.524 -0.712
O -2.997 2.725 1.570 -0.635
N -1.933 2.235 -0.704 -0.300
C -1.042 1.194 -0.537 0.219
C -0.443 0.569 -1.633 -1.134
C 0.404 -0.505 -1.439 -0.439
C 0.647 -0.957 -0.157 0.309
C 0.083 -0.333 0.941 -0.799
C -0.755 0.747 0.756 -0.368
H -1.193 1.267 1.591 0.888
H 0.300 -0.705 1.929 0.459
S 1.729 -2.348 0.115 1.226
O 1.128 -3.272 1.027 -0.711
O 2.206 -2.834 -1.142 -0.662
N 3.004 -1.656 0.972 -0.185
C 3.545 -0.455 0.573 0.025
N 3.956 0.367 1.533 -0.656
C 4.475 1.529 1.153 0.404
N 4.593 1.939 -0.098 -0.601
C 4.189 1.120 -1.066 0.487
C 3.652 -0.127 -0.777 -0.168
H 3.349 -0.822 -1.538 0.800
C 4.331 1.604 -2.472 -1.167
H 3.347 1.805 -2.892 0.237
H 4.814 0.847 -3.086 0.356
H 4.915 2.519 -2.485 0.371
C 4.934 2.455 2.230 -1.111
H 5.280 1.885 3.087 0.368
H 5.721 3.099 1.849 0.349
H 4.099 3.079 2.544 0.229
H 2.960 -1.781 1.972 0.334
H 0.864 -1.017 -2.269 0.534
H -0.651 0.926 -2.631 0.411
H -2.107 2.524 -1.654 0.319
H -4.309 0.613 -1.809 0.445
H -4.797 -1.818 -1.878 0.357
H -3.684 -4.133 0.205 0.293
H -5.221 -3.906 1.030 0.379
H -5.155 -3.887 -0.740 0.368
```

SMILES string   Cc1ccc(S(=O)(=O)Nc2ccc(S(=O)(=O)Nc3cc(C)nc(C)n3)cc2)cc1
Energy   -55848.7493 eV
Gap between HOMO and LUMO   9.5 eV
F_max   1.151 eV Å⁻¹
Highest occupied orbital energy   -0.34339 hartree
LUMO   0.1873 eV
ΔE to the lowest compared entry with this formula, charge and spin   1.796 eV

Entry 2:
This record from the OMol25 dataset describes C19H20N6O in the gas phase at a distorted geometry. The level of theory is ωB97M-V/def2-TZVPD.

The geometry in XYZ format:
```
46
Properties=species:S:1:pos:R:3:mulliken_charge:R:1
N -4.762 0.690 -3.319 -0.430
N -3.905 -0.288 -3.315 -0.586
N -4.215 1.818 -2.745 -0.491
N -1.968 2.264 -1.810 -0.596
O 3.326 1.705 0.636 -0.401
C -2.985 1.521 -2.351 0.495
C -0.729 1.830 -1.938 0.711
C 1.489 4.685 -0.585 -0.760
C 2.343 3.921 0.241 -0.430
C 0.558 3.944 -1.337 -0.451
C 1.212 1.803 -0.422 -0.282
C 0.043 -3.016 0.000 -0.792
C -1.567 -1.789 1.024 -0.273
C -0.232 -2.247 -1.217 -0.315
C -1.805 -1.001 -0.070 -0.661
C 2.309 2.521 0.195 0.635
C 0.352 2.552 -1.236 0.331
C -0.561 -2.753 1.174 0.558
C -1.133 -1.208 -1.203 0.135
N -0.319 -3.453 2.374 0.015
N -2.792 0.169 -2.651 0.659
C 3.952 2.090 1.992 -0.693
C -1.241 -3.295 3.540 -1.194
C 1.078 -3.935 2.733 -1.226
C -0.352 0.622 -2.791 -0.963
C -1.474 -0.494 -2.484 -0.307
H 1.722 5.809 -0.509 0.268
H 3.015 4.512 0.875 0.128
H 0.088 4.442 -2.154 0.403
H 1.209 0.737 -0.310 0.498
H 0.574 -4.005 0.078 0.336
H -2.242 -1.583 1.870 0.323
H 0.337 -2.374 -2.152 0.369
H -2.697 -0.397 -0.098 0.409
H 4.908 1.592 2.207 0.248
H 4.043 3.179 2.033 0.257
H 3.263 1.884 2.786 0.326
H -1.133 -2.301 3.960 0.434
H -2.248 -3.663 3.459 0.342
H -0.826 -3.965 4.369 0.353
H 1.931 -3.804 2.091 0.407
H 1.120 -4.995 2.964 0.357
H 1.438 -3.390 3.590 0.432
H 0.554 0.099 -2.449 0.548
H -0.218 0.894 -3.836 0.368
H -1.461 -1.327 -3.205 0.509
```

SMILES string   COc1cccc(C2=Nc3nnnn3[C@H](c3ccc(N(C)C)cc3)C2)c1
Energy   -31010.8602 eV
Gap between HOMO and LUMO   8.0 eV
F_max   3.649 eV Å⁻¹
Highest occupied orbital energy   -0.30133 hartree
LUMO   -0.2481 eV
ΔE to the lowest compared entry with this formula, charge and spin   4.208 eV

Entry 3:
This record from the OMol25 dataset describes C19H21AlIN3O8S2 as an isolated structure at a distorted geometry. The level of theory is ωB97M-V/def2-TZVPD.

The geometry in XYZ format:
```
55
Properties=species:S:1:pos:R:3:mulliken_charge:R:1
Al -0.575 0.789 -0.277 1.412
C -3.739 -2.445 1.568 -1.906
C -3.085 -1.182 1.059 0.902
S -1.958 -1.428 -0.229 -0.597
C -3.469 0.017 1.555 0.467
C -4.549 0.181 2.595 -1.434
S -2.738 1.559 1.096 -0.442
H -3.247 -3.300 1.113 0.416
H -4.797 -2.462 1.302 0.333
H -3.661 -2.525 2.653 0.333
H -4.546 -0.629 3.321 0.360
H -5.537 0.207 2.123 0.220
H -4.406 1.124 3.120 0.393
O 0.877 4.369 -0.870 -0.759
C 0.879 3.152 -0.785 0.087
O 0.103 2.466 -0.037 -0.445
C 1.915 2.366 -1.568 0.293
C 3.002 3.044 -2.043 -0.364
C 4.051 2.376 -2.697 -0.527
C 4.016 0.990 -2.776 -0.220
C 2.907 0.288 -2.327 -0.669
C 1.758 0.955 -1.771 1.028
O 0.695 0.333 -1.484 -0.628
N 2.960 -1.126 -2.400 1.022
O 1.936 -1.784 -2.361 -0.580
O 4.075 -1.646 -2.498 -0.688
N 5.124 3.094 -3.252 1.019
O 5.126 4.323 -3.167 -0.663
O 6.029 2.472 -3.818 -0.678
H 3.045 4.115 -1.916 0.620
H 4.851 0.453 -3.205 0.601
N -4.099 0.838 -1.248 -0.731
C -3.021 1.690 -0.831 0.805
O -1.870 1.357 -1.408 -0.515
C -3.440 3.129 -1.171 -1.420
I -2.979 4.662 0.240 -0.025
H -3.715 -0.096 -1.390 0.383
H -4.831 0.785 -0.544 0.249
H -4.518 3.167 -1.317 0.543
H -2.932 3.403 -2.092 0.427
C 3.074 -2.248 1.765 -1.549
C 1.552 -2.415 1.836 2.402
C 1.095 -3.407 0.759 -1.188
C 1.132 -2.946 3.212 -1.801
C 0.889 -1.142 1.548 -0.083
C 0.277 -0.133 1.266 -1.212
H 3.570 -3.209 1.916 0.399
H 3.426 -1.545 2.519 0.370
H 3.360 -1.865 0.788 0.187
H 1.572 -4.378 0.907 0.413
H 1.336 -3.029 -0.231 0.123
H 0.015 -3.528 0.803 0.213
H 1.545 -3.945 3.382 0.395
H 0.046 -3.007 3.261 0.321
H 1.475 -2.286 4.008 0.388
```

Energy   -77262.7819 eV
Gap between HOMO and LUMO   5.5 eV
Total charge   -2
F_max   1.626 eV Å⁻¹
Highest occupied orbital energy   -0.05371 hartree
LUMO   4.0877 eV
ΔE to the lowest compared entry with this formula, charge and spin   2.243 eV

Entry 4:
This record from the OMol25 dataset describes C19H21AsCl2F5IrO2SeSi2 as an isolated structure. The level of theory is ωB97M-V/def2-TZVPD.

The geometry in XYZ format:
```
54
Properties=species:S:1:pos:R:3:mulliken_charge:R:1
Ir -0.300 0.326 0.145 1.100
Cl 5.560 -0.418 4.414 -0.187
C 4.046 -0.094 3.653 0.190
C 2.905 0.085 4.461 -0.532
C 1.680 0.355 3.913 0.314
Cl 0.304 0.576 4.915 -0.173
C 1.523 0.450 2.507 0.421
O 0.361 0.737 2.016 -0.966
C 2.684 0.258 1.709 0.761
C 2.620 0.359 0.315 0.075
O 1.603 0.538 -0.411 -0.760
C 3.946 -0.010 2.301 -1.196
H 2.999 0.007 5.536 0.466
H 3.550 0.296 -0.253 0.431
H 4.819 -0.143 1.676 0.454
F -4.979 -4.759 -2.254 -0.295
C -3.993 -4.105 -1.669 0.512
C -4.276 -3.038 -0.828 0.215
F -5.536 -2.684 -0.611 -0.299
C -3.238 -2.351 -0.228 0.455
F -3.537 -1.336 0.578 -0.340
C -1.912 -2.697 -0.460 -0.253
Se -0.481 -1.907 0.525 0.065
C -1.656 -3.767 -1.307 0.024
F -0.402 -4.132 -1.565 -0.342
C -2.680 -4.474 -1.910 0.544
F -2.413 -5.480 -2.731 -0.300
C -0.694 3.833 -2.902 -0.977
Si -1.621 3.211 -1.410 0.274
C -3.376 3.817 -1.328 -0.974
C -0.673 3.509 0.172 -1.127
As -1.746 0.827 -1.672 0.124
Si -2.043 0.158 -3.951 0.255
C -0.405 0.573 -4.737 -1.050
C -2.384 -1.664 -3.988 -0.852
C -3.474 1.147 -4.608 -1.010
H -0.625 4.923 -2.837 0.408
H -1.207 3.595 -3.835 0.271
H 0.321 3.437 -2.948 0.314
H -3.392 4.909 -1.295 0.357
H -3.881 3.447 -0.434 0.325
H -3.950 3.502 -2.201 0.321
H -0.685 4.577 0.404 0.447
H 0.377 3.216 0.079 0.300
H -1.110 2.989 1.027 0.295
H 0.431 0.178 -4.157 0.332
H -0.261 1.644 -4.871 0.340
H -0.375 0.103 -5.724 0.414
H -1.538 -2.229 -3.593 0.210
H -2.541 -1.977 -5.024 0.479
H -3.279 -1.920 -3.418 0.132
H -3.270 2.219 -4.617 0.294
H -4.375 0.975 -4.016 0.327
H -3.690 0.845 -5.635 0.390
```

Energy   -207543.6731 eV
Gap between HOMO and LUMO (spin up / spin down)   6.6 / 6.0 eV
Total charge   +1
F_max   0.930 eV Å⁻¹
Highest occupied orbital energy (spin up / spin down)   -0.41547 / -0.41624 hartree
LUMO (spin up / spin down)   -4.6906 / -5.3099 eV
ΔE to the lowest compared entry with this formula, charge and spin   0.000 eV
Spin multiplicity   2